Entry 1:
14
Properties=species:S:1:pos:R:3 method="wB97M-V/def2-TZVPD" e_above_lowest_kcal_mol=146.73 homo_ev=-8.8 total_energy_ev=-19997.97344 gap_ev=8.74
S 3.748 -0.715 -0.278
N 1.223 -0.041 0.751
N -2.067 -0.190 -0.879
N -0.842 0.651 -0.206
N 2.977 0.965 -0.328
C -0.057 -0.345 0.621
C 1.820 1.090 0.175
C -2.974 -0.477 -0.050
H 2.378 -1.711 -0.651
H -2.764 -0.088 1.144
H 1.315 2.035 -0.058
H -0.258 0.893 -0.942
H -3.949 -0.887 -0.506
H -0.548 -1.178 1.206



Entry 2:
40
Properties=species:S:1:pos:R:3 method="wB97M-V/def2-TZVPD" e_above_lowest_kcal_mol=12.37 homo_ev=-11.9 total_energy_ev=-22357.52308 charge=+1 gap_ev=9.28
O -1.005 2.788 -2.668
O 0.981 -2.593 1.062
O -2.436 0.512 -2.683
O -1.308 -1.916 -2.348
O 4.597 0.621 -0.849
O -1.553 -2.621 0.209
N 2.195 -0.592 -0.301
N 0.452 0.980 -0.738
N -0.562 -1.071 3.003
C -0.622 0.293 0.007
C -0.273 1.392 2.313
C -1.187 1.184 1.108
C 1.729 0.570 -0.833
C 0.351 0.076 2.867
H 0.508 2.083 2.042
H -2.062 -3.418 0.327
H 0.885 -2.443 2.001
H -1.429 2.224 0.700
H 5.246 0.339 -1.537
H -1.643 -1.034 -2.531
H 5.162 1.059 -0.173
H -3.315 0.660 -3.091
H 0.096 -2.701 0.698
H -1.454 3.537 -2.353
H -0.824 1.895 3.039
H 0.803 0.311 3.868
H 1.618 -1.350 0.219
H -0.615 3.029 -3.470
H -1.543 -2.407 -0.696
H 0.121 1.850 -1.280
H -1.862 1.338 -2.690
H -2.185 0.733 1.429
H 3.166 -0.832 -0.298
H -1.133 -1.232 2.209
H -0.232 -0.720 0.461
H -1.444 0.004 -0.691
H -1.635 -2.511 -3.000
H 2.415 1.212 -1.394
H -1.210 -1.039 3.838
H 1.209 -0.209 2.225



Entry 3:
32
Properties=species:S:1:pos:R:3 method="wB97M-V/def2-TZVPD" homo_ev="-4.9 / -5.0" total_energy_ev=-146572.00132 charge=-1 gap_ev="7.35 / 7.35" multiplicity=3
Ni 0.789 0.447 0.561
Cl 0.253 1.475 2.614
Cl 0.463 -5.048 2.820
Cl 0.601 -1.983 3.350
Cl 0.519 -6.138 -0.094
Cl 0.839 -1.064 -1.942
Cl 0.709 -4.147 -2.496
S 3.167 0.822 0.394
N 4.156 3.109 -0.477
N -1.251 0.696 -0.019
N 1.911 3.017 -0.666
N 0.811 2.281 -0.466
C 0.593 -4.436 0.196
C 3.012 2.387 -0.271
C -2.259 -0.113 0.266
C -3.575 0.207 -0.028
C 0.731 -2.191 -0.594
C -3.836 1.427 -0.633
C 0.629 -2.561 1.711
C 0.708 -1.636 0.677
C -1.493 1.884 -0.591
C 0.677 -3.551 -0.875
C 0.569 -3.939 1.497
C -0.327 2.728 -0.842
C -2.786 2.282 -0.917
H -2.953 3.247 -1.375
H -0.433 3.700 -1.315
H 4.019 4.097 -0.618
H -1.987 -1.044 0.751
H -4.852 1.714 -0.876
H -4.368 -0.485 0.218
H 4.965 2.815 0.041



Entry 4:
74
Properties=species:S:1:pos:R:3 method="wB97M-V/def2-TZVPD" homo_ev=-11.2 total_energy_ev=-59900.21326 charge=+1 gap_ev=8.16
Cl -0.089 -0.424 6.936
O -0.658 2.576 -1.015
O 2.990 0.066 -8.212
O -3.114 -1.519 5.481
O 1.441 3.424 -4.360
O 0.112 -2.431 0.040
N -2.416 0.835 5.144
N 2.379 -2.948 1.745
N 0.171 -2.008 2.474
N -1.958 -1.164 2.485
N -0.865 -1.202 4.510
N -0.411 -2.016 1.230
C 3.591 2.775 -8.560
C 0.806 -3.235 7.316
C 1.045 0.695 -3.913
C -2.544 1.053 -0.882
C -2.046 -0.412 -1.046
C 2.710 4.535 -6.591
C -1.467 1.858 -0.080
C 1.819 2.661 -5.225
C 0.192 -1.481 5.482
C 2.010 0.317 -6.090
C 1.555 -2.463 2.814
C -0.845 -1.457 3.207
C -3.469 1.270 4.177
C 2.492 3.169 -6.448
C -2.605 -1.376 0.073
C 0.036 -2.952 5.985
C 1.216 -1.542 -4.790
C 2.922 2.287 -7.443
C 1.623 1.193 -5.076
C 2.666 0.829 -7.324
C 0.847 -0.669 -3.770
C -2.952 1.209 6.501
C 3.371 5.016 -7.710
C 1.796 -1.050 -5.948
C -1.639 -1.524 1.223
C 3.820 4.135 -8.690
B -2.169 -0.592 5.066
H 2.077 -1.603 3.268
H 1.053 -2.607 -4.679
H 1.207 -1.236 5.146
H -0.828 1.105 0.430
H -1.036 -3.070 6.243
H -2.883 -2.362 5.058
H 3.936 2.093 -9.326
H -3.573 -1.028 0.468
H 0.754 1.372 -3.118
H -3.527 1.125 -0.386
H 4.348 4.513 -9.557
H 1.791 -2.735 7.293
H -1.939 2.551 0.643
H 0.058 2.987 -0.507
H 2.367 5.221 -5.829
H 1.496 -3.255 3.581
H -3.090 0.336 7.160
H 0.259 -2.837 8.186
H -3.220 1.045 3.128
H 2.588 -2.188 1.099
H 0.246 -3.707 5.208
H -3.905 1.750 6.378
H 1.933 -3.689 1.211
H -2.448 -0.806 -1.997
H -2.246 1.905 6.986
H -2.736 -2.387 -0.366
H 0.402 -1.055 -2.860
H 0.896 -4.320 7.504
H -3.516 2.374 4.249
H -2.617 1.502 -1.888
H -0.946 -0.454 -1.026
H -0.452 -3.147 -0.308
H 2.086 -1.730 -6.738
H 3.544 6.079 -7.818
H -4.443 0.817 4.446



Entry 5:
48
Properties=species:S:1:pos:R:3 method="wB97M-V/def2-TZVPD" homo_ev=-19.5 total_energy_ev=-36941.27932 charge=+3 gap_ev=9.67
Sn 0.048 0.162 -0.483
O 0.896 -0.101 -2.323
O 1.348 1.966 -1.850
N -1.189 1.827 -0.066
N -1.150 -1.614 -0.583
N -0.391 -0.215 1.521
N 2.068 0.032 0.161
C -1.831 -1.918 0.519
C 2.111 -0.686 1.287
C -2.346 -3.205 0.646
C 3.240 0.361 -0.487
C -1.322 2.042 1.247
C -1.713 -0.932 1.638
C 4.460 -0.024 -0.003
C -1.216 -3.818 -1.400
C 3.296 -1.140 1.792
C 1.109 1.379 -4.175
C -0.909 -2.466 -1.573
C 4.488 -0.833 1.105
C 0.795 -1.055 2.014
C -2.809 3.466 -0.528
C -0.464 1.134 2.114
C -2.068 -4.172 -0.336
C -3.043 3.639 0.843
C -2.165 2.985 1.724
C -1.888 2.584 -0.948
C 1.250 1.103 -2.730
H -2.991 -3.402 1.536
H 3.164 1.096 -1.245
H 3.278 -1.697 2.737
H -0.816 1.135 3.147
H 0.914 -0.863 3.093
H 0.555 -2.123 1.743
H -2.245 3.128 2.811
H -2.464 -5.161 -0.316
H 0.515 1.679 2.129
H -3.503 4.005 -1.135
H -1.758 -1.456 2.603
H 5.442 -1.181 1.477
H 5.371 0.389 -0.418
H 0.016 1.295 -4.361
H 1.569 2.267 -4.574
H -2.543 -0.202 1.603
H 1.623 0.534 -4.616
H -1.709 2.425 -2.035
H -0.830 -4.560 -2.050
H -3.830 4.295 1.177
H -0.361 -2.105 -2.432



Entry 6:
69
Properties=species:S:1:pos:R:3 method="wB97M-V/def2-TZVPD" e_above_lowest_kcal_mol=0.00 homo_ev="-10.2 / -10.2" total_energy_ev=-124785.61503 charge=+1 gap_ev="7.15 / 6.93" multiplicity=2
Ru -0.233 0.000 0.182
Br -6.598 -2.729 -0.009
S 0.503 -2.503 0.056
N 0.139 -0.123 -4.710
N -0.087 -0.007 -2.126
N -1.044 -2.048 2.828
N -2.251 -1.103 0.303
N -0.855 -0.543 4.511
N 2.284 -0.644 0.373
N 0.165 1.560 4.095
N -0.171 0.046 2.300
N 0.948 1.713 0.633
N -0.569 0.982 6.187
C 0.906 2.121 1.902
C 3.493 -0.135 0.647
C -2.530 -2.241 -0.351
C -3.804 -2.767 -0.464
C 4.430 -2.297 0.940
C 1.416 -0.435 -4.079
C 0.245 1.193 2.843
C -4.851 -2.084 0.125
C 1.570 2.496 -0.254
C -4.586 -0.923 0.830
C 2.079 4.130 1.403
C -1.538 1.568 -0.033
C -0.953 -1.072 -2.706
C 4.593 -0.912 0.930
C -3.280 -0.483 0.896
C -0.865 -1.076 -4.255
C -0.276 1.211 -4.311
C 2.124 -1.970 0.404
C -0.517 1.266 -2.780
C 2.151 3.703 0.088
C -0.425 0.647 4.901
C -0.705 -0.831 3.218
C 1.315 -0.307 -2.534
C 1.448 3.320 2.328
C 3.189 -2.835 0.680
H -0.203 1.857 6.515
H -2.413 1.270 -0.605
H 3.017 -3.903 0.692
H -1.821 -0.804 -4.705
H -5.373 -0.371 1.323
H -1.332 -2.699 3.538
H -0.595 -2.067 -4.620
H 2.516 5.073 1.703
H 0.500 1.917 -4.611
H 1.958 0.483 -2.155
H -0.610 -2.017 -2.298
H -1.570 1.409 -2.560
H -1.701 -2.766 -0.798
H 1.601 -1.233 -2.048
H 2.654 4.288 -0.669
H -0.749 -2.374 1.917
H 2.172 0.244 -4.476
H -1.060 2.416 -0.512
H 1.366 3.583 3.372
H -3.044 0.398 1.472
H 1.624 2.129 -1.262
H -1.188 1.469 -4.851
H -3.964 -3.692 -0.997
H 5.271 -2.945 1.152
H 1.696 -1.450 -4.361
H -1.857 1.892 0.963
H -0.937 0.307 6.833
H 3.576 0.948 0.627
H 0.025 2.092 -2.337
H -1.971 -0.887 -2.370
H 5.550 -0.454 1.138